No. 1
{
  "formula": "C46H55HgN3S2",
  "method": "ωB97M-V/def2-TZVPD",
  "charge": -1,
  "spin_multiplicity": 2,
  "homo_lumo_gap_ev": [5.8, 6.3],
  "total_energy_ha": -2899.8975,
  "e_lumo_ev": [2.42, 2.30],
  "species": ["Hg", "S", "S", "N", "N", "N", "C", "C", "C", "C", "C", "C", "C", "C", "C", "C", "C", "C", "C", "C", "C", "C", "C", "C", "C", "C", "C", "C", "C", "C", "C", "C", "C", "C", "C", "C", "C", "C", "C", "C", "C", "C", "C", "C", "C", "C", "C", "C", "C", "C", "C", "C", "H", "H", "H", "H", "H", "H", "H", "H", "H", "H", "H", "H", "H", "H", "H", "H", "H", "H", "H", "H", "H", "H", "H", "H", "H", "H", "H", "H", "H", "H", "H", "H", "H", "H", "H", "H", "H", "H", "H", "H", "H", "H", "H", "H", "H", "H", "H", "H", "H", "H", "H", "H", "H", "H", "H"],
  "positions_angstrom": [[-0.953726, -0.029026, -0.627931], [1.133416, 0.105588, 1.040670], [1.366994, 0.077184, -2.270371], [-0.611173, -2.836519, 1.085383], [3.957959, 0.244278, -1.723467], [3.753945, -0.336802, 0.963383], [-2.270339, -4.241406, -3.113683], [3.850966, 1.963292, 2.792718], [5.018722, -0.561659, 0.295112], [6.743650, -3.092106, -3.363222], [-5.117315, 0.563712, 0.987709], [-2.049770, -3.006581, -3.699794], [-2.751015, 1.808107, 0.874920], [3.817224, -0.503231, 2.451248], [4.436875, 3.103540, 3.332744], [4.865235, -1.559451, -3.139842], [4.616461, -3.965322, -2.640929], [2.603179, -0.114835, 0.233346], [-2.674199, 1.761257, -3.914116], [-6.294717, 0.422062, 0.062585], [-2.610624, -4.238380, 2.526622], [-2.506606, 2.818532, -2.797616], [4.403019, 0.727416, 3.082712], [-1.875104, -3.146725, -0.934954], [5.582017, 3.023232, 4.128716], [-1.028825, 3.284680, -2.832862], [-2.746121, -4.019128, 1.191421], [4.103244, -2.628586, -2.666815], [5.959427, -4.158423, -2.938571], [2.706812, 0.047326, -1.196670], [-1.674667, -1.885407, -1.529775], [-4.504437, -0.846548, 1.120495], [-4.032643, 1.501926, 0.391376], [-1.971955, 0.721991, 3.047622], [-0.766785, 2.703885, 2.156970], [5.474756, 0.618654, 3.990953], [6.201253, -1.813474, -3.453881], [-5.787162, 0.912789, 2.345246], [-0.559375, -2.978245, 2.411359], [5.084609, 0.435873, -0.829722], [-1.506648, -3.660288, 3.163474], [4.321445, -0.199922, -3.093380], [-1.941343, 2.156156, -0.289178], [-2.160494, -4.272776, -1.708734], [-2.797409, 2.249465, -1.421327], [6.106876, 1.761451, 4.487911], [-2.986616, 3.066224, 3.031620], [-1.732821, -3.322697, 0.502960], [-4.033815, 1.774639, -1.000685], [-2.141893, 2.016809, 2.242072], [-1.796720, -1.882093, -2.944610], [-3.336824, 4.096043, -3.112747], [4.020062, -4.804506, -2.223918], [-0.872860, 3.723149, 1.702252], [-1.414143, -0.062013, 2.493884], [-4.456488, 3.899134, -3.134430], [-5.218069, -1.575885, 1.439553], [5.031937, 0.539617, -3.478300], [-0.351153, 2.467388, -2.647396], [0.368351, -2.596428, 2.893169], [-3.708103, -0.830651, 1.854579], [6.033828, 3.916840, 4.529585], [-6.729496, 1.465812, -0.017947], [-0.047574, 2.214673, 1.526856], [-1.064569, 2.748686, -0.161775], [6.984910, 1.678835, 5.097319], [-1.427342, 0.886238, 3.983796], [5.818587, -0.446267, 1.012035], [-1.846019, 1.071371, -3.929733], [-2.458358, 3.326178, 3.952242], [-3.641136, -4.363360, 0.680047], [4.042806, 4.077989, 3.055171], [6.783695, -1.006879, -3.854666], [-3.343857, -4.822899, 3.048266], [-5.095508, 0.792053, 3.180949], [-2.904724, 0.314653, 3.287073], [-3.017942, 4.522490, -4.068320], [-2.224767, -5.289667, -1.283750], [3.405058, -0.152366, -3.629262], [6.339235, -5.148256, -2.854836], [-4.864254, 1.594333, -1.662230], [-6.073073, -0.019442, -0.937825], [-1.374245, -3.752377, 4.239377], [-1.656984, -0.974956, -3.546744], [4.362455, -1.421804, 2.622276], [5.080724, -1.553423, -0.134177], [7.768600, -3.227065, -3.612006], [-6.612846, 0.234562, 2.610638], [-3.240957, 4.731839, -2.263258], [-0.735764, 3.613942, -3.863418], [4.946238, 1.485084, -0.481586], [3.075271, -2.458052, -2.317910], [5.991511, 0.273963, -1.395751], [-3.925578, 2.676489, 3.370272], [-3.165215, 3.942760, 2.396422], [-0.320771, 2.851751, 3.188567], [2.813432, -0.676521, 2.703304], [-6.172324, 1.938418, 2.379892], [-2.706889, 2.179612, -4.925338], [2.976860, 2.066261, 2.140890], [-0.789580, 4.096395, -2.168554], [-2.043406, -2.935167, -4.766298], [-4.049870, -1.217871, 0.197713], [-3.631806, 1.133115, -3.855832], [-7.019226, -0.254302, 0.475836], [-2.345296, -5.158360, -3.732679], [5.819668, -0.381647, 4.189560]],
  "forces_ev_per_angstrom": [[-0.4, -0.1, -0.1], [-0.1, -0.1, 0.7], [0.1, 0.0, 0.1], [-1.4, -0.4, 0.1], [0.9, -0.8, -0.9], [0.4, -0.4, 1.0], [0.7, 0.1, 0.8], [0.1, 0.6, 0.0], [-0.8, 0.6, -0.1], [-0.7, 0.3, 0.2], [0.1, -0.7, 0.3], [-0.3, -0.6, 0.0], [0.6, -0.2, -0.8], [0.2, 0.4, -2.3], [0.4, 0.2, -0.1], [0.8, -1.6, 0.9], [-0.4, 1.4, 0.8], [0.2, 0.2, -0.6], [-1.6, -0.6, -0.2], [-0.5, 1.3, -1.5], [0.8, 0.5, 0.7], [0.8, 0.2, -0.4], [0.2, -0.5, 0.9], [0.2, 0.5, -0.9], [-0.1, -1.0, 0.3], [0.0, -0.2, -1.7], [0.2, 0.2, -0.7], [-0.4, -1.6, -0.1], [-0.6, 0.4, -0.3], [-0.4, 0.0, 0.3], [-0.1, -0.2, -1.1], [0.9, 0.5, 0.0], [-0.3, -0.8, 0.8], [1.4, 0.2, -0.4], [0.2, 1.4, 0.5], [-0.3, 0.6, -0.9], [-0.4, -0.5, -0.3], [0.7, 0.2, 0.5], [0.9, -0.1, 0.3], [-0.7, 0.7, -0.1], [-0.1, -0.2, 0.3], [-0.4, 1.4, 1.0], [-0.1, 0.1, 0.5], [-0.3, -1.4, -1.1], [-1.1, -0.4, -0.4], [-1.1, 0.4, -0.8], [0.4, -0.5, -0.1], [0.3, -0.1, 0.7], [0.3, 0.3, -0.5], [0.1, 0.5, 0.8], [0.2, 0.8, 0.4], [-1.6, -1.7, 0.1], [0.3, 0.8, -0.5], [-0.1, -0.6, 0.5], [-0.2, 0.5, 0.1], [1.2, -0.1, -0.3], [-0.8, -0.5, 0.3], [-0.1, -0.1, -0.1], [0.2, -0.4, 0.4], [-0.8, -0.1, -0.3], [0.2, -0.1, 0.1], [0.1, 0.2, -0.1], [0.0, -1.3, -0.4], [0.3, -0.5, 0.0], [0.4, 0.3, -0.2], [0.2, 0.0, 0.3], [0.0, 0.1, 0.0], [0.3, 0.2, 0.2], [0.3, -0.3, 0.3], [0.2, 0.3, -0.1], [0.3, 0.1, -0.2], [0.0, -0.1, 0.2], [0.4, 0.3, 0.0], [-0.2, -0.1, 0.4], [0.2, 0.2, 0.0], [-1.5, -0.7, 0.5], [0.0, 0.2, 0.3], [0.0, 0.7, 0.3], [-0.7, 0.2, -0.8], [0.5, -0.6, 0.0], [-0.1, 0.0, -0.1], [0.1, 0.7, 0.6], [0.0, 0.0, -0.2], [0.1, -0.2, 0.6], [0.4, -0.1, 0.4], [0.0, -0.5, -0.1], [0.7, -0.2, -0.2], [0.1, 0.1, -0.5], [0.4, 1.0, 0.4], [-0.4, -0.1, 0.6], [0.8, -0.6, 0.2], [0.4, 0.0, -0.3], [0.3, 0.4, -0.1], [-0.7, -0.3, -0.1], [0.1, -0.1, 0.3], [-0.5, -0.3, -1.1], [-1.4, -0.1, 0.9], [0.1, -0.1, -0.1], [0.1, 0.4, 0.1], [0.3, -0.2, 0.2], [-0.1, 0.3, 0.5], [-0.1, 0.2, -0.6], [-0.1, 0.3, -0.2], [1.2, 0.9, 0.3], [-0.5, -0.2, 0.5], [-0.2, 0.7, 0.7], [0.3, -0.1, 0.3]],
  "mulliken_charge": [1.146, -0.310, -0.391, -0.057, 0.089, 0.237, -0.838, -0.089, -0.514, -0.682, 3.236, -0.786, -0.046, -1.432, -0.722, 0.643, -0.776, -0.144, -1.288, -2.366, -0.766, 2.026, 0.837, 0.989, -0.450, -1.859, -0.485, -0.019, -0.279, -0.264, -0.471, -1.839, 0.610, -1.865, -1.952, -0.412, -0.399, -1.834, -0.122, -1.139, -0.555, -1.545, -1.469, -0.050, -0.669, -0.562, -1.884, 0.382, -0.924, 2.778, 0.055, -1.861, 0.342, 0.294, 0.170, 0.243, 0.775, 0.454, 0.318, 0.158, 0.038, 0.373, 0.453, 0.175, 0.893, 0.396, 0.434, 0.473, 0.131, 0.513, 0.419, 0.392, 0.391, 0.420, 0.276, 0.428, 0.455, 0.331, 0.487, 0.411, 0.494, 0.191, 0.390, 0.010, 0.353, 0.279, 0.406, 0.425, 0.464, 0.381, 0.438, 0.425, 0.438, 0.267, 0.358, 0.387, 0.255, 0.413, 0.476, 0.356, 0.323, 0.422, 0.089, 0.168, 0.562, 0.293, 0.381]
}


No. 2
{
  "formula": "C8H5N3O2S",
  "method": "ωB97M-V/def2-TZVPD",
  "charge": 0,
  "homo_lumo_gap_ev": [6.2, 6.2],
  "smiles": "[H]/N=C1\\C=CC=C([N+](=O)[O-])[C@@H]1N=C=C=S",
  "total_energy_ha": -1020.5191,
  "e_lumo_ev": [-1.64, -1.60],
  "species": ["S", "O", "O", "N", "N", "N", "C", "C", "C", "C", "C", "C", "C", "C", "H", "H", "H", "H", "H"],
  "positions_angstrom": [[4.356876, 2.106765, -1.884126], [-0.159450, 1.580809, 2.648604], [-2.046046, 2.153318, 1.935783], [1.660459, -1.253322, -0.974069], [1.071695, 1.213385, 0.297161], [-1.121319, 1.409818, 1.914222], [0.530604, -0.973438, -0.518249], [-2.101990, -0.294486, 0.487464], [3.036375, 1.682640, -1.137898], [-2.005854, -1.308437, -0.635926], [-0.744462, -1.703048, -1.041461], [-1.032812, 0.355601, 0.976147], [2.096364, 1.490831, -0.326721], [0.391640, -0.008149, 0.578049], [1.725135, -1.944747, -1.736658], [-3.126985, 0.061325, 0.835563], [0.819517, -0.455113, 1.505487], [-0.499919, -2.407514, -1.844358], [-2.849826, -1.706239, -1.079014]],
  "forces_ev_per_angstrom": [[-0.4, -0.1, -0.1], [0.4, -0.8, 0.1], [-2.5, 0.7, -0.6], [1.5, 0.0, -0.4], [0.9, 1.7, 0.0], [1.8, 0.9, 1.6], [-2.6, -2.9, -1.4], [-1.3, 0.9, -0.4], [2.3, 0.8, -0.7], [4.4, 0.7, 1.4], [-0.5, 2.0, 0.9], [-0.1, -2.3, -2.0], [-2.5, -1.5, 0.7], [-0.1, 0.6, 1.6], [-0.5, 0.4, 0.5], [1.5, -0.7, -0.5], [0.1, 0.2, -0.5], [-0.6, 0.2, 0.3], [-1.7, -0.7, -0.6]],
  "mulliken_charge": [-0.323, -0.554, -0.605, -0.610, -0.468, 0.995, 0.077, -0.358, -0.410, -0.664, -0.473, -0.105, 0.950, 0.936, 0.246, 0.355, 0.276, 0.281, 0.455]
}